1.
{"formula": "C18H22AuN7S2", "method": "ωB97M-V/def2-TZVPD", "de_lowest_kcal_mol": 19.9, "molar_mass_da": 597.524, "multiplicity": 1, "gap_ev": [4.2, 4.2], "elements": ["Au", "N", "C", "N", "C", "N", "S", "C", "N", "C", "C", "C", "C", "H", "H", "H", "H", "H", "C", "N", "C", "C", "S", "N", "C", "C", "H", "H", "H", "H", "H", "H", "H", "H", "H", "H", "H", "H", "N", "C", "C", "C", "C", "C", "C", "H", "H", "H", "H", "H"], "coordinates": [[-0.12642, -2.33272, 0.66885], [-4.34430, -6.81991, 0.22221], [-4.06044, -5.71067, 0.38303], [-3.82299, -4.44042, 0.58516], [-2.81836, -3.71771, 0.67887], [-2.00251, -2.86348, 0.74652], [0.55806, -2.21804, 3.17710], [1.22433, -0.61001, 3.36757], [2.37698, -0.29803, 2.77543], [2.85077, 0.93110, 2.91538], [2.23234, 1.90190, 3.68996], [1.05535, 1.56619, 4.34317], [0.53892, 0.29643, 4.18408], [2.34636, -1.64811, 0.97806], [3.77819, 1.13247, 2.38997], [2.65912, 2.89081, 3.78237], [0.54278, 2.29026, 4.96289], [-0.38466, -0.00914, 4.65451], [-3.16525, 1.69245, -2.08753], [-2.58010, 1.15598, -0.86960], [-3.25129, -0.02279, -0.35216], [-1.38439, 1.55599, -0.40389], [-0.45373, 0.62129, 0.64491], [-0.93479, 2.77573, -0.83916], [-1.80977, 3.93861, -0.72149], [0.47076, 3.11145, -0.66210], [-3.43295, 0.86086, -2.74171], [-2.45210, 2.32828, -2.60401], [-4.07478, 2.26124, -1.87908], [-4.32748, 0.15672, -0.35199], [-2.92366, -0.22994, 0.66087], [-3.03752, -0.90144, -0.96528], [-2.83469, 3.63400, -0.52978], [-1.77850, 4.53915, -1.63220], [-1.47596, 4.56015, 0.11479], [1.09298, 2.27566, -0.97030], [0.70462, 3.34827, 0.38053], [0.69314, 3.97424, -1.29055], [1.75179, -1.95830, 0.22564], [2.29784, -1.90219, -1.01240], [1.54630, -2.21073, -2.16802], [2.10197, -2.10702, -3.42757], [3.42646, -1.71834, -3.58586], [4.19626, -1.46124, -2.45676], [3.65318, -1.55025, -1.19043], [0.51740, -2.53429, -2.03617], [1.50234, -2.34198, -4.29838], [3.86187, -1.63281, -4.57231], [5.23915, -1.19346, -2.57435], [4.25737, -1.36623, -0.30878]], "forces_ev_per_a": [[1.2, 1.1, 0.6], [0.0, 0.1, 0.0], [0.2, -0.3, 0.0], [-0.4, 0.4, 0.2], [0.2, 0.1, -0.1], [-0.9, -0.7, 0.2], [-0.3, -0.3, -1.1], [-0.2, 0.3, 0.1], [0.1, -0.2, -0.3], [0.1, -0.1, 0.0], [-0.2, 0.0, 0.0], [0.1, 0.1, 0.1], [-0.1, -0.1, -0.1], [0.1, 0.2, 0.2], [0.0, 0.1, 0.0], [0.0, 0.0, 0.0], [0.0, 0.0, 0.0], [0.0, 0.0, 0.0], [-0.1, 0.0, -0.1], [0.0, 0.1, 0.0], [-0.1, 0.0, 0.1], [0.1, -0.2, -0.1], [0.1, 0.0, -0.1], [0.0, 0.1, 0.2], [0.0, 0.0, -0.1], [0.0, -0.1, 0.0], [0.0, 0.0, 0.0], [0.0, 0.0, 0.0], [0.0, 0.0, 0.0], [0.0, 0.0, -0.1], [0.0, 0.0, 0.0], [0.0, 0.0, 0.0], [0.0, 0.0, 0.0], [0.0, 0.0, 0.0], [0.0, 0.0, 0.0], [0.0, 0.0, 0.0], [0.0, 0.0, 0.0], [0.0, 0.0, 0.0], [0.3, -1.1, 0.8], [-0.2, 0.5, -0.8], [0.0, 0.0, 0.5], [0.0, 0.1, -0.1], [0.0, 0.0, 0.0], [0.0, -0.1, 0.0], [-0.2, 0.1, 0.2], [0.0, -0.1, -0.1], [0.0, 0.0, 0.0], [0.0, 0.0, 0.0], [0.0, 0.0, 0.1], [0.0, 0.1, 0.0]]}


2.
{"formula": "C15H34ClO11P2Zr", "method": "ωB97M-V/def2-TZVPD", "de_lowest_kcal_mol": 14.8, "molar_mass_da": 579.051, "multiplicity": 1, "gap_ev": 3.4, "charge": 3, "elements": ["Zr", "Cl", "C", "C", "O", "P", "O", "O", "C", "C", "O", "C", "C", "H", "H", "H", "H", "H", "H", "H", "H", "H", "H", "H", "H", "H", "H", "H", "C", "C", "O", "P", "O", "O", "C", "C", "O", "C", "C", "H", "H", "H", "H", "H", "H", "H", "H", "H", "H", "H", "H", "H", "H", "H", "C", "C", "O", "C", "O", "O", "H", "H", "H", "H"], "coordinates": [[-0.19004, -1.91801, 0.12339], [-0.20358, 0.40721, -0.68268], [-5.87105, 0.52414, -0.38896], [-5.50238, -0.33204, 0.80332], [-4.09798, -0.73401, 0.71600], [-3.11824, -0.73731, 1.93624], [-1.77440, -1.29653, 1.44441], [-3.09251, 0.68582, 2.57005], [-2.59689, 1.81876, 1.78045], [-3.49543, 3.01666, 1.93770], [-3.66523, -1.74126, 3.00922], [-4.51402, -1.32737, 4.13508], [-4.61638, -2.44618, 5.14798], [-6.78597, 1.07678, -0.17263], [-5.15644, 1.33027, -0.58390], [-5.95543, -0.06445, -1.29941], [-5.61340, 0.26323, 1.71053], [-6.16039, -1.19756, 0.82995], [-1.58215, 2.08092, 2.09011], [-2.46940, 1.53211, 0.72731], [-3.51382, 3.26316, 3.00451], [-3.02551, 3.88366, 1.47373], [-4.52053, 2.85303, 1.61795], [-4.06856, -0.46073, 4.62443], [-5.51114, -1.04544, 3.80376], [-4.87221, -3.38995, 4.66643], [-3.72952, -2.60159, 5.75927], [-5.42137, -2.16354, 5.82785], [6.17819, 0.05296, 0.96426], [5.56320, -1.32998, 0.99903], [4.12571, -1.25471, 0.70209], [3.43583, -1.91343, -0.50718], [1.91653, -1.96535, -0.24687], [3.81556, -1.14378, -1.81845], [3.56092, 0.30732, -1.94731], [4.09841, 0.66564, -3.32448], [4.05996, -3.32977, -0.66799], [3.78933, -4.25601, -1.77130], [4.76036, -4.11730, -2.93012], [5.69669, 0.77531, 1.62356], [7.22191, -0.00216, 1.27828], [6.21466, 0.47507, -0.04290], [6.07016, -1.92511, 0.24244], [5.68279, -1.74997, 1.99241], [2.48184, 0.45677, -1.88570], [4.07671, 0.85404, -1.16209], [3.75851, -0.03092, -4.08878], [3.84426, 1.66411, -3.67633], [5.18542, 0.60234, -3.25977], [3.86813, -5.24851, -1.33684], [2.76923, -4.11615, -2.14494], [5.78893, -4.24156, -2.59158], [4.57648, -5.00634, -3.53858], [4.63028, -3.20837, -3.50762], [0.38405, 3.68317, -2.25757], [-0.69452, 3.39592, -3.31705], [-1.89321, 3.54934, -2.54878], [-1.64459, 4.32934, -1.47035], [-2.47184, 4.71459, -0.71801], [-0.30841, 4.52937, -1.35451], [1.15027, 4.28087, -2.74897], [0.78841, 2.81673, -1.73620], [-0.71874, 2.35301, -3.63421], [-0.63744, 4.05376, -4.17967]], "forces_ev_per_a": [[0.7, 5.4, 0.4], [-0.1, -3.4, 0.8], [0.5, 0.4, -0.1], [-0.9, 1.2, -0.1], [1.9, -0.6, -0.1], [-4.3, 0.2, 1.6], [3.7, -1.8, -2.6], [0.9, -1.1, -0.4], [0.5, 1.1, -1.0], [0.3, -0.1, 1.1], [1.1, 1.0, -1.1], [-0.2, 0.1, 1.6], [-0.1, -0.2, -0.2], [-0.3, -0.4, -0.1], [0.2, -0.2, 0.2], [-0.2, 0.0, 0.0], [-0.1, -0.2, 0.1], [0.5, -0.3, 0.2], [-0.1, -0.3, 0.6], [-0.5, -0.2, 0.1], [-0.2, -0.1, 0.0], [-0.2, -0.1, -0.4], [0.1, 0.1, -0.3], [0.1, 0.1, -0.3], [0.1, -0.1, -0.5], [-0.1, 0.0, 0.1], [0.2, 0.2, -0.2], [0.0, -0.1, 0.0], [0.0, 0.4, -0.2], [1.5, 0.9, 0.0], [-1.6, -0.3, -0.1], [4.3, -0.4, -0.7], [-4.7, -0.3, 1.0], [-1.1, -0.3, 1.1], [-0.2, 0.3, -1.2], [0.4, -0.1, 0.2], [-1.0, 1.0, 0.3], [0.1, -0.4, -1.0], [0.0, -0.6, 0.6], [-0.1, -0.2, 0.1], [0.0, -0.2, 0.1], [-0.2, -0.1, 0.0], [-0.3, -0.4, 0.1], [-0.4, -0.3, -0.1], [0.0, 0.0, 0.1], [0.0, -0.2, 0.2], [-0.1, -0.1, 0.1], [-0.1, 0.1, 0.4], [0.0, 0.0, -0.3], [0.0, 0.1, 0.2], [0.0, 0.1, 0.3], [0.0, 0.3, 0.1], [-0.1, 0.2, -0.3], [0.0, 0.0, 0.0], [-0.3, 1.0, -1.3], [0.0, -1.2, 0.8], [-0.2, 0.4, -0.2], [0.2, -0.3, -0.3], [0.0, 0.1, 0.2], [-0.1, 0.0, 0.5], [0.4, -0.2, 0.4], [0.0, -0.1, 0.0], [0.3, 0.1, -0.3], [-0.3, 0.2, 0.1]]}


Which value of multiplicity does entry 2 give?
1


Look up the multiplicity of the first one.
1


Look up the multiplicity of the second one.
1